(1)
ORCA calculation (wB97M-V/def2-TZVPD) on an isolated molecule of C24H31N3O4.

Last column: Mulliken charge in e.
Positions of all 62 atoms, in Å:
1 C -6.238444 5.237368 4.680622  -0.67
2 O -4.952257 4.711522 4.977723  -0.30
3 C -4.911042 3.443165 5.411481  0.52
4 O -5.890345 2.760176 5.553282  -0.59
5 C -3.493759 3.015728 5.707981  -0.69
6 C -3.082427 1.789843 4.886222  -0.83
7 C -2.867007 2.104259 3.395357  0.04
8 C -4.173586 2.005899 2.599011  -1.38
9 N -1.785426 1.270408 2.886511  0.24
10 C -2.084247 -0.142397 2.763499  -0.58
11 C -0.780522 -0.925061 2.625432  -0.98
12 C -0.019595 -0.451910 1.388625  0.00
13 O 1.212055 -1.154583 1.359685  -0.42
14 C 1.958755 -1.195413 0.229109  0.80
15 C 3.192953 -1.842195 0.350877  -0.54
16 C 4.032374 -1.956412 -0.731810  -0.72
17 C 3.665281 -1.448828 -1.978086  0.39
18 C 4.625594 -1.600498 -3.103846  0.33
19 O 5.823933 -1.737422 -2.929300  -0.68
20 N 4.077696 -1.547147 -4.344292  -0.12
21 C 4.862907 -1.830755 -5.518315  -0.95
22 C 4.155666 -2.796238 -6.430029  0.72
23 C 4.822962 -3.405421 -7.489694  -0.75
24 C 4.119662 -4.272465 -8.305950  -0.27
25 C 2.776905 -4.502826 -8.041548  -0.54
26 C 2.203989 -3.845828 -6.966375  -0.26
27 N 2.870820 -3.014925 -6.183116  -0.37
28 C 2.441910 -0.801302 -2.096849  -1.03
29 C 1.597816 -0.668485 -1.008727  -0.15
30 C 0.190794 1.060233 1.493663  -0.75
31 C -1.153815 1.759100 1.679847  -0.82
32 H -6.656180 4.743467 3.800501  0.29
33 H -6.914841 5.082187 5.523262  0.30
34 H -6.098818 6.298044 4.489262  0.24
35 H -2.822619 3.853734 5.522584  0.35
36 H -3.454869 2.754964 6.767906  0.35
37 H -3.848448 1.022703 5.007721  0.42
38 H -2.140559 1.409536 5.283700  0.43
39 H -2.499008 3.134980 3.320786  0.37
40 H -3.994268 2.212150 1.545790  0.40
41 H -4.891698 2.731028 2.968486  0.31
42 H -4.612176 1.015809 2.694849  0.31
43 H -2.720680 -0.354140 1.885331  0.32
44 H -2.611981 -0.472823 3.657979  0.47
45 H -0.985582 -1.993202 2.548009  0.43
46 H -0.155070 -0.754851 3.501490  0.28
47 H -0.611278 -0.690663 0.492175  0.21
48 H 3.465081 -2.240941 1.315317  0.43
49 H 4.992067 -2.441327 -0.637890  0.42
50 H 3.084921 -1.679312 -4.473272  0.39
51 H 5.061696 -0.901321 -6.072493  0.24
52 H 5.827821 -2.233576 -5.190604  0.42
53 H 5.868904 -3.201423 -7.659757  0.38
54 H 4.608953 -4.764443 -9.134083  0.40
55 H 2.194002 -5.173981 -8.652262  0.37
56 H 1.161054 -3.984967 -6.712048  0.40
57 H 2.143292 -0.362441 -3.037773  0.41
58 H 0.661039 -0.150139 -1.141798  0.41
59 H 0.695049 1.444849 0.605876  0.53
60 H 0.822734 1.257429 2.360427  0.25
61 H -1.775943 1.586060 0.781517  0.32
62 H -0.992194 2.835019 1.778019  0.47

Atoms 1-2, force components in eV/Å:
C -0.399 -0.056 0.004
O 0.315 0.174 -0.063

Calculated values
SMILES	COC(=O)CC[C@H](C)N1CCC(Oc2ccc(C(=O)NCc3ccccn3)cc2)CC1
highest occupied orbital energy	-8.4	eV
spin multiplicity	1
energy above the lowest of the compared OMol25 structures with the same formula, charge and spin	0.9242	eV
LUMO	0.75	eV
Kohn-Sham gap	9.2	eV

(2)
ORCA calculation (wB97M-V/def2-TZVPD) on a structure of composition C24H31N5ORh.

Last column: Mulliken charge in e.
Positions of all 62 atoms, in Å:
1 Rh -0.379168 0.219366 0.123610  -0.10
2 C 2.312087 -0.000769 2.810719  -2.62
3 C 1.550357 0.950855 1.918283  1.71
4 C 0.301081 1.445922 2.358236  1.45
5 C -0.142277 1.165490 3.769770  -2.07
6 C -0.477643 2.265883 1.511873  0.29
7 C -1.863149 2.696903 1.920146  -3.04
8 C 0.085389 2.755166 0.313562  1.30
9 C -0.635347 3.814841 -0.476977  -2.25
10 C 1.338964 2.289617 -0.105201  1.46
11 C 1.924259 2.786348 -1.397826  -2.90
12 C 2.075035 1.384091 0.693728  1.42
13 C 3.456346 0.989631 0.236096  -2.14
14 H 1.633753 -0.587744 3.427623  0.44
15 H 2.981339 0.541110 3.484959  0.39
16 H 2.916648 -0.697239 2.235764  0.52
17 H -0.932212 1.841034 4.083531  0.48
18 H 0.700261 1.304177 4.447876  0.44
19 H -0.501581 0.143599 3.902929  0.30
20 H -1.833278 3.626828 2.494128  0.44
21 H -2.346099 1.936819 2.529902  0.51
22 H -2.488096 2.855275 1.044354  0.50
23 H -1.254289 4.429212 0.172593  0.50
24 H -1.285909 3.376519 -1.237491  0.33
25 H 0.074139 4.473232 -0.972849  0.49
26 H 2.541414 3.673960 -1.221482  0.37
27 H 1.147309 3.054005 -2.109339  0.66
28 H 2.546821 2.028700 -1.861462  0.59
29 H 4.010992 1.875075 -0.076011  0.45
30 H 3.415520 0.319962 -0.627560  0.35
31 H 4.031223 0.506017 1.018910  0.41
32 N 1.130961 -0.454384 -4.062324  -0.43
33 C 0.341066 -0.045267 -3.053139  0.79
34 O 0.841430 0.132388 -1.906755  -0.10
35 C -1.056801 0.152631 -3.327996  0.09
36 C -1.753275 0.632486 -2.226502  0.67
37 N -2.067223 0.981209 -1.161947  -0.82
38 C -1.653987 -0.226378 -4.556653  -0.43
39 N -2.104374 -0.589671 -5.555191  -0.52
40 H 2.106486 -0.615463 -3.888369  0.24
41 H 0.763825 -0.592571 -4.989308  0.20
42 C -2.892808 -2.164175 -1.205611  -1.46
43 C -1.485395 -2.627118 -1.182332  0.39
44 C -1.002054 -3.857278 -1.779198  -0.74
45 C 0.322152 -3.921854 -1.507010  -1.14
46 C 0.635162 -2.735560 -0.752939  0.11
47 C 1.947149 -2.382192 -0.162187  -0.44
48 N -0.473227 -1.965918 -0.584941  1.19
49 H -3.545066 -2.943929 -0.799639  0.46
50 H -3.215326 -2.008752 -2.239804  0.35
51 H -3.032486 -1.240733 -0.653615  0.18
52 H -1.607184 -4.562056 -2.330957  0.57
53 H 1.022547 -4.695395 -1.785791  0.54
54 H 2.767407 -2.724310 -0.793506  0.49
55 H 2.059343 -2.877026 0.810068  0.33
56 H 2.025106 -1.309452 -0.015919  -0.36
57 C -2.687937 -2.884591 2.736331  -1.26
58 C -2.118332 -1.657570 2.187276  0.49
59 N -1.671637 -0.697045 1.753103  -0.06
60 H -3.132531 -2.682325 3.709152  0.39
61 H -1.908253 -3.636809 2.846722  0.32
62 H -3.458627 -3.264778 2.066586  0.32

Atoms 1-2, force components in eV/Å:
Rh 0.648 0.002 -0.251
C -0.033 0.061 -0.018

Calculated values
highest occupied orbital energy (spin up / spin down)	-10.7 / -10.8	eV
spin multiplicity	5
energy above the lowest of the compared OMol25 structures with the same formula, charge and spin	0.0456	eV
LUMO (spin up / spin down)	-2.17 / -4.49	eV
total charge	+1
Kohn-Sham gap (spin up / spin down)	8.6 / 6.3	eV

Q: spin multiplicity of number 1 (C24H31N3O4)?
A: 1